{"formula": "C36H30BrF3FeN5O2S", "method": "the ωB97M-V functional and the def2-TZVPD basis", "symbols": ["Fe", "Br", "C", "C", "C", "C", "C", "N", "C", "O", "O", "H", "H", "H", "C", "C", "C", "C", "C", "C", "C", "C", "S", "C", "N", "C", "C", "C", "C", "C", "C", "C", "C", "H", "H", "H", "H", "H", "H", "H", "H", "H", "H", "H", "H", "H", "H", "H", "H", "F", "C", "F", "F", "C", "C", "C", "C", "N", "C", "C", "H", "H", "H", "H", "H", "H", "H", "N", "C", "C", "C", "C", "C", "N", "C", "H", "H", "H", "H"], "positions_angstrom": [[-0.570, 0.785, 0.757], [-1.221, 5.009, 3.273], [-2.284, 3.537, 3.831], [-3.302, 3.754, 4.751], [-4.074, 2.663, 5.106], [-3.802, 1.425, 4.543], [-2.756, 1.330, 3.637], [-2.010, 2.377, 3.290], [-2.453, -0.019, 3.012], [-3.109, -0.982, 3.383], [-1.507, -0.123, 2.140], [-3.476, 4.739, 5.158], [-4.886, 2.781, 5.812], [-4.367, 0.538, 4.783], [3.924, -2.965, -1.622], [4.712, -1.686, -1.305], [4.979, -1.620, 0.205], [6.060, -1.752, -2.025], [3.882, -0.478, -1.745], [4.243, 0.317, -2.840], [3.487, 1.412, -3.213], [2.337, 1.699, -2.495], [1.255, 3.038, -2.697], [0.318, 2.451, -1.376], [0.717, 1.322, -0.842], [1.918, 0.895, -1.427], [2.721, -0.177, -1.049], [-0.869, 3.091, -0.866], [-1.383, 4.289, -1.363], [-2.587, 4.753, -0.877], [-3.276, 3.986, 0.061], [-2.739, 2.805, 0.546], [-1.486, 2.345, 0.132], [4.478, -3.845, -1.288], [3.744, -3.059, -2.695], [2.957, -2.962, -1.117], [5.620, -2.452, 0.503], [4.060, -1.689, 0.788], [5.478, -0.688, 0.475], [6.641, -2.588, -1.633], [6.641, -0.840, -1.874], [5.941, -1.912, -3.098], [5.141, 0.100, -3.398], [3.797, 2.039, -4.038], [2.453, -0.749, -0.181], [-0.844, 4.848, -2.120], [-3.000, 5.687, -1.234], [-4.242, 4.321, 0.419], [-3.318, 2.229, 1.253], [1.050, 2.918, 1.506], [0.802, 1.628, 1.866], [0.655, 1.651, 3.215], [2.027, 0.993, 1.692], [-4.529, -2.477, -3.217], [-3.634, -1.705, -2.294], [-2.855, -0.646, -2.740], [-2.033, 0.022, -1.851], [-1.928, -0.304, -0.560], [-2.683, -1.320, -0.120], [-3.535, -2.029, -0.945], [-4.597, -2.002, -4.194], [-5.533, -2.562, -2.801], [-4.144, -3.489, -3.356], [-2.881, -0.333, -3.775], [-1.427, 0.848, -2.192], [-2.585, -1.571, 0.927], [-4.117, -2.838, -0.524], [0.022, -5.255, -1.837], [0.223, -4.512, -0.983], [0.477, -3.579, 0.078], [0.898, -3.999, 1.336], [1.127, -3.036, 2.299], [0.908, -1.704, 1.985], [0.500, -1.297, 0.779], [0.298, -2.221, -0.153], [1.040, -5.051, 1.542], [1.455, -3.306, 3.292], [1.053, -0.931, 2.725], [-0.002, -1.875, -1.135]], "s2": 0.7859, "spin_multiplicity": 2, "e_above_lowest_ev": 0.000, "fmax_ev_per_a": 1.8, "orbital_gap_ev": [8.2, 8.3]}